Entry from the OMol25 dataset: a molecular structure, C14H22N2O4RuSTe (ωB97M-V/def2-TZVPD).

CARTESIAN COORDINATES (ANGSTROEM)
Ru (-1.409, 0.518, -1.091)
O (-2.896, -0.817, -0.720)
S (-3.726, 0.243, -1.465)
O (-5.033, -0.059, -1.850)
O (-2.651, 0.534, -2.584)
O (-3.405, 1.469, -0.650)
C (-0.206, 0.410, 2.380)
Te (-1.605, 1.625, 1.306)
C (-3.039, 0.417, 2.306)
C (-2.357, 0.241, 3.641)
C (-3.084, 0.075, 4.811)
C (-2.415, -0.102, 6.013)
C (-1.026, -0.092, 6.053)
C (-0.294, 0.092, 4.890)
C (-0.960, 0.247, 3.681)
H (0.733, 0.949, 2.482)
H (-0.044, -0.526, 1.846)
H (-3.172, -0.499, 1.731)
H (-3.974, 0.970, 2.349)
H (-4.166, 0.083, 4.787)
H (-2.979, -0.233, 6.926)
H (-0.513, -0.215, 6.997)
H (0.787, 0.113, 4.926)
C (1.788, -2.625, -3.494)
C (2.464, -1.767, -2.436)
N (2.121, -0.332, -2.600)
C (3.080, 0.481, -3.390)
C (4.216, 0.997, -2.523)
C (1.042, 0.167, -2.098)
C (0.643, 1.606, -2.304)
N (0.118, -0.534, -1.387)
H (2.093, -3.662, -3.362)
H (2.082, -2.315, -4.496)
H (0.700, -2.582, -3.430)
H (3.547, -1.827, -2.519)
H (2.214, -2.073, -1.420)
H (2.542, 1.289, -3.880)
H (3.448, -0.177, -4.176)
H (3.852, 1.661, -1.738)
H (4.910, 1.559, -3.146)
H (4.771, 0.182, -2.058)
H (0.331, 1.787, -3.333)
H (1.451, 2.290, -2.045)
H (-0.187, 1.974, -1.639)
H (0.208, -1.540, -1.292)

Total charge: +2
Energy above the lowest of the compared OMol25 structures with the same formula, charge and spin (eV): 0.000
Gap between HOMO and LUMO (alpha / beta) (eV): 5.45 / 5.45
E_LUMO (alpha / beta) (eV): -9.3387 / -9.3393

***

Entry from the OMol25 dataset: 2 unconnected molecules or ions with the total composition C14H22N6O3 at a distorted geometry (ωB97M-V/def2-TZVPD).

CARTESIAN COORDINATES (ANGSTROEM)
C (3.376, -1.593, 2.574)
O (2.294, -2.521, 2.315)
C (1.887, -2.514, 1.046)
N (2.399, -1.541, 0.280)
C (2.062, -1.494, -1.012)
C (1.266, -2.532, -1.479)
C (0.683, -3.492, -0.570)
N (-0.243, -4.294, -1.207)
O (-0.267, -3.857, -2.503)
N (0.685, -2.723, -2.695)
O (0.788, -2.250, -3.806)
N (1.022, -3.483, 0.709)
H (3.588, -1.735, 3.625)
H (4.259, -1.831, 1.967)
H (3.077, -0.558, 2.362)
H (2.407, -0.723, -1.697)
C (2.136, 3.077, 0.030)
C (2.108, 1.637, -0.533)
N (0.765, 1.211, -0.355)
C (-0.087, 2.131, 0.265)
C (-1.495, 2.095, -0.334)
N (-2.038, 0.772, -0.284)
C (-2.189, 0.223, 1.063)
C (-3.291, -0.847, 0.950)
C (-3.997, -0.593, -0.400)
C (-3.288, 0.623, -1.021)
C (0.663, 3.487, 0.209)
H (2.683, 3.761, -0.620)
H (2.626, 3.036, 1.011)
H (2.406, 1.649, -1.597)
H (2.813, 0.958, -0.031)
H (0.446, 0.289, -0.598)
H (-0.236, 1.900, 1.343)
H (-1.446, 2.424, -1.387)
H (-2.104, 2.818, 0.253)
H (-2.505, 0.998, 1.793)
H (-1.241, -0.194, 1.437)
H (-3.985, -0.762, 1.794)
H (-2.842, -1.846, 0.965)
H (-3.885, -1.463, -1.053)
H (-5.065, -0.390, -0.269)
H (-3.105, 0.500, -2.098)
H (-3.938, 1.517, -0.911)
H (0.310, 4.068, -0.654)
H (0.500, 4.062, 1.123)

Energy above the lowest of the compared OMol25 structures with the same formula, charge and spin (eV): 2.976
Gap between HOMO and LUMO (eV): 6.34
SMILES string: COc1ncc2c(no[n+]2[O-])n1.C1CN[C@H](CN2CCCC2)C1
E_LUMO (eV): -1.7523

***

Entry from the OMol25 dataset: a single C14H22N6OS2 molecule at a distorted geometry (ωB97M-V/def2-TZVPD).

CARTESIAN COORDINATES (ANGSTROEM)
C (-3.223, -2.751, -1.366)
C (-1.947, -3.553, -1.143)
C (-0.837, -2.751, -0.467)
C (-1.129, -2.414, 1.001)
C (-2.073, -1.283, 1.146)
N (-2.121, -0.214, 0.382)
C (-3.104, 0.540, 0.922)
S (-3.504, 2.082, 0.232)
C (-2.728, 1.808, -1.400)
C (-1.312, 1.273, -1.332)
O (-0.884, 0.463, -2.121)
N (-0.518, 1.891, -0.405)
C (0.745, 1.451, -0.129)
N (1.455, 1.889, 0.855)
N (2.651, 1.311, 0.930)
C (2.877, 0.435, 0.022)
C (4.133, -0.342, -0.118)
C (5.148, 0.018, 0.965)
C (6.424, -0.819, 0.882)
C (7.258, -0.520, -0.360)
S (1.525, 0.225, -1.098)
N (-3.664, 0.006, 1.983)
N (-2.998, -1.159, 2.120)
H (-3.714, -2.514, -0.424)
H (-3.924, -3.316, -1.976)
H (-2.988, -1.820, -1.877)
H (-2.170, -4.445, -0.552)
H (-1.574, -3.886, -2.114)
H (-0.676, -1.823, -1.017)
H (0.086, -3.334, -0.503)
H (-1.523, -3.286, 1.527)
H (-0.192, -2.121, 1.487)
H (-3.341, 1.113, -1.973)
H (-2.730, 2.782, -1.892)
H (-0.923, 2.542, 0.257)
H (4.546, -0.147, -1.111)
H (3.895, -1.409, -0.071)
H (5.394, 1.077, 0.882)
H (4.680, -0.130, 1.939)
H (6.166, -1.880, 0.899)
H (7.028, -0.612, 1.768)
H (8.196, -1.068, -0.324)
H (6.733, -0.810, -1.266)
H (7.484, 0.543, -0.417)
H (-3.228, -1.782, 2.878)

Energy above the lowest of the compared OMol25 structures with the same formula, charge and spin (eV): 0.270
Gap between HOMO and LUMO (eV): 9.44
SMILES string: CCCCc1nc(SCC(=O)Nc2nnc(CCCC)s2)n[nH]1
E_LUMO (eV): 0.6047

***

Entry from the OMol25 dataset: 2 unconnected molecules or ions with the total composition C14H22NO6S at a distorted geometry (ωB97M-V/def2-TZVPD).

CARTESIAN COORDINATES (ANGSTROEM)
C (-0.021, 3.598, 2.584)
C (0.684, 2.580, 1.740)
C (0.545, 2.532, 0.353)
C (1.198, 1.573, -0.410)
C (2.004, 0.611, 0.197)
C (2.132, 0.632, 1.577)
C (2.928, -0.398, 2.358)
O (2.049, -0.972, 3.350)
S (1.327, -2.367, 2.861)
O (1.449, -2.439, 1.415)
O (-0.243, -1.994, 3.083)
C (-0.616, -0.825, 2.347)
C (-1.751, -1.131, 1.375)
C (-1.957, 0.150, 0.625)
O (-2.292, 1.170, 1.123)
O (-1.655, 0.093, -0.722)
C (1.479, 1.608, 2.337)
H (0.532, 3.782, 3.499)
H (-0.983, 3.177, 2.883)
H (-0.242, 4.514, 2.047)
H (-0.094, 3.250, -0.148)
H (1.093, 1.534, -1.481)
H (2.506, -0.172, -0.354)
H (3.371, -1.165, 1.732)
H (3.737, 0.143, 2.840)
H (0.203, -0.466, 1.732)
H (-0.875, -0.010, 3.016)
H (-2.652, -1.488, 1.859)
H (-1.342, -1.843, 0.661)
H (-1.022, 0.807, -0.895)
H (1.597, 1.603, 3.412)
C (-1.415, -0.313, -4.903)
C (-0.614, -0.420, -3.652)
O (0.308, 0.240, -3.316)
N (-1.005, -1.485, -2.633)
C (-0.820, -2.917, -3.089)
H (-1.321, 0.701, -5.280)
H (-1.032, -1.012, -5.649)
H (-2.468, -0.529, -4.717)
H (-1.981, -1.327, -2.368)
H (-0.408, -1.269, -1.828)
H (-0.550, -2.937, -4.140)
H (-1.748, -3.455, -2.930)
H (-0.032, -3.362, -2.491)

Total charge: +1
Energy above the lowest of the compared OMol25 structures with the same formula, charge and spin (eV): 0.000
Gap between HOMO and LUMO (eV): 8.11
E_LUMO (eV): -3.6013

***

Entry from the OMol25 dataset: a molecular structure, C14H22O11Rb3 at a distorted geometry (ωB97M-V/def2-TZVPD).

CARTESIAN COORDINATES (ANGSTROEM)
Rb (1.896, -10.437, -2.098)
Rb (-6.489, -4.276, -5.113)
Rb (-4.254, -9.363, -1.821)
O (-2.131, -4.897, -2.193)
C (-1.190, -4.280, -1.358)
C (0.230, -4.817, -0.971)
O (0.385, -6.027, -0.185)
H (-1.711, -4.214, -0.403)
H (-1.055, -3.230, -1.615)
H (0.640, -3.916, -0.514)
H (0.831, -5.001, -1.862)
C (-1.539, 7.155, 1.046)
C (-2.097, 6.462, -0.222)
C (-1.094, 6.151, -1.313)
O (-1.321, 4.801, -1.603)
C (-2.168, 4.233, -0.747)
O (-2.422, 2.986, -0.693)
O (-2.667, 5.160, 0.087)
H (-0.995, 8.100, 1.062)
H (-1.058, 6.288, 1.499)
H (-2.441, 7.344, 1.627)
H (-2.801, 7.135, -0.711)
H (-0.108, 6.234, -0.857)
H (-1.202, 6.781, -2.196)
C (-0.425, -0.230, 5.138)
C (-1.605, -1.317, 4.857)
C (-1.030, -2.728, 5.000)
O (-1.759, -3.165, 6.118)
C (-2.719, -2.294, 6.455)
O (-3.618, -2.543, 7.202)
O (-2.672, -1.137, 5.726)
H (-0.688, 0.677, 4.592)
H (0.578, -0.595, 4.917)
H (-0.280, 0.161, 6.145)
H (-1.976, -1.063, 3.864)
H (0.033, -2.798, 5.229)
H (-1.160, -3.369, 4.128)
C (4.709, -1.159, -4.382)
C (3.629, -0.160, -4.034)
C (3.687, 0.312, -2.586)
O (4.028, 1.651, -2.753)
C (3.793, 2.080, -3.974)
O (3.750, 3.274, -4.185)
O (3.660, 1.017, -4.801)
H (5.754, -0.867, -4.272)
H (4.524, -1.563, -5.378)
H (4.529, -1.946, -3.650)
H (2.650, -0.637, -4.075)
H (4.583, -0.112, -2.133)
H (2.788, 0.139, -1.993)

Total charge: +1
Energy above the lowest of the compared OMol25 structures with the same formula, charge and spin (eV): 9.281
Gap between HOMO and LUMO (eV): 2.25
E_LUMO (eV): -3.7896

***

Entry from the OMol25 dataset: a molecular structure, C14H23B4BrIN3O6P at a distorted geometry (ωB97M-V/def2-TZVPD).

CARTESIAN COORDINATES (ANGSTROEM)
C (-3.413, 2.994, 4.012)
C (-2.202, 2.121, 4.306)
O (-1.848, 1.229, 3.233)
B (-1.165, 1.700, 2.178)
O (-0.940, 3.038, 2.019)
C (-0.496, 0.650, 1.152)
C (0.810, 0.439, 1.412)
Br (1.663, 1.280, 2.865)
N (1.614, -0.403, 0.697)
B (3.073, -0.578, 1.185)
O (3.214, -1.435, 2.212)
O (4.101, 0.025, 0.569)
C (4.105, 1.455, 0.313)
C (4.990, 1.778, -0.883)
C (1.143, -1.100, -0.350)
B (2.291, -2.048, -1.004)
C (3.235, -1.491, -2.104)
O (2.477, -3.288, -0.497)
C (-0.224, -0.960, -0.706)
C (-0.797, -1.680, -1.812)
P (-0.013, -2.789, -3.021)
N (0.915, -2.042, -4.024)
C (-2.124, -1.528, -2.077)
C (-2.958, -0.662, -1.342)
B (-4.493, -0.527, -1.776)
N (-5.425, -1.497, -1.215)
O (-4.803, 0.432, -2.713)
C (-2.433, 0.028, -0.288)
I (-3.845, 1.223, 0.677)
C (-1.063, -0.086, 0.066)
H (-3.498, 3.203, 2.948)
H (-4.333, 2.529, 4.353)
H (-3.294, 3.959, 4.499)
H (-2.438, 1.465, 5.140)
H (-1.344, 2.716, 4.614)
H (-0.354, 3.229, 1.281)
H (4.152, -1.609, 2.365)
H (4.462, 1.935, 1.219)
H (3.081, 1.778, 0.116)
H (5.912, 2.254, -0.565)
H (4.479, 2.484, -1.533)
H (5.211, 0.883, -1.453)
H (2.728, -0.700, -2.653)
H (3.485, -2.268, -2.821)
H (4.134, -1.060, -1.670)
H (1.704, -3.732, -0.134)
H (-1.101, -3.446, -3.610)
H (0.598, -3.792, -2.245)
H (0.620, -2.142, -4.986)
H (-2.575, -2.077, -2.894)
H (-6.233, -1.025, -0.821)
H (-5.779, -2.159, -1.897)
H (-5.003, 1.295, -2.337)

Total charge: +1
Gap between HOMO and LUMO (eV): 7.49
E_LUMO (eV): -4.1190